ORCA calculation (ωB97M-V/def2-TZVPD) on 2 unconnected molecules or ions with the total composition C6H9F2NO2.

```
20
C6H9F2NO2 | the Open Molecules 2025 dataset | ωB97M-V/def2-TZVPD
C -2.17 0.83 -0.05
H 2.18 1.04 -1.54
H -0.60 -0.04 -1.39
F 3.41 0.96 -0.05
C 2.07 0.98 -0.48
H -1.36 -1.71 -1.29
H -0.47 1.81 -0.05
C -0.75 -1.00 -0.76
C -1.40 -0.38 0.48
H 1.72 -0.65 1.61
C 0.52 -1.60 -0.16
H 0.22 -2.68 0.32
F 1.44 2.02 0.00
C 0.92 -0.55 0.82
O -3.34 0.79 -0.29
H 1.27 -1.92 -0.99
O -1.41 1.93 -0.30
N -0.16 0.05 1.22
H -0.06 0.96 1.70
H -2.05 -0.84 1.21
```

* E: -17385.0305 eV
* 2S+1: 1
* HOMO level (spin up / spin down): -8.06 / -8.06 eV